The following is a DFT calculation (wB97M-V/def2-TZVPD) of a structure of composition C2H4Cl3OP.

Properties
HOMO energy   -0.39886 hartree
Max |F|   3.78 eV Å⁻¹
Energy above the lowest of the compared OMol25 structures with the same formula, charge and spin   0.292 eV

```
11
Properties=species:S:1:pos:R:3:mulliken_charge:R:1
C -1.40 -0.19 -0.10 -1.083
C -0.23 0.65 0.51 0.044
O 1.41 -0.18 -1.69 -0.528
P 1.29 -0.22 -0.24 0.827
Cl -0.09 2.23 -0.03 -0.115
Cl 1.17 -2.21 0.27 -0.234
Cl 2.89 0.67 0.61 -0.194
H -1.30 -0.29 -1.26 0.309
H -2.42 0.17 0.03 0.352
H -1.13 -1.24 0.23 0.312
H -0.20 0.62 1.68 0.310
```

***

The following is a DFT calculation (wB97M-V/def2-TZVPD) of a structure of composition C4H9NO2.

Properties
HOMO energy (alpha / beta)   -0.30037 / -0.30037 hartree
Max |F|   0.49 eV Å⁻¹
Energy above the lowest of the compared OMol25 structures with the same formula, charge and spin   7.653 eV

```
16
Properties=species:S:1:pos:R:3:mulliken_charge:R:1
C 1.37 0.41 -0.77 -0.527
O 1.57 0.01 0.54 -0.343
C -0.28 0.00 1.54 -0.665
C -0.81 -0.16 0.28 0.678
N -0.74 0.80 -0.64 -0.516
O -0.61 2.06 -0.03 -0.368
C -1.06 -1.53 -0.29 -1.220
H 2.52 0.17 -0.21 0.339
H 1.24 -0.35 -1.54 0.373
H 1.41 1.46 -1.02 0.301
H -0.14 0.98 1.96 0.284
H -0.25 -0.85 2.23 0.312
H -0.88 2.66 -0.74 0.343
H -1.72 -2.11 0.36 0.376
H -0.11 -2.08 -0.38 0.267
H -1.52 -1.46 -1.28 0.365
```

***

The following is a DFT calculation (wB97M-V/def2-TZVPD) of a structure of composition C34H53AgN8O2P.

Properties
HOMO energy   -0.35665 hartree
Max |F|   0.60 eV Å⁻¹
Energy above the lowest of the compared OMol25 structures with the same formula, charge and spin   0.232 eV
Total charge   +1

```
99
Properties=species:S:1:pos:R:3:mulliken_charge:R:1
Ag -0.33 -0.73 -0.87 0.054
O -0.12 -8.18 -0.96 -0.465
C -1.35 -7.67 -1.13 0.657
O -2.31 -8.38 -1.10 -0.530
C -1.47 -6.17 -1.24 0.603
C -2.71 -5.61 -0.95 -0.916
C -2.90 -4.25 -1.04 -0.011
C -1.84 -3.43 -1.43 -0.098
C -0.59 -3.97 -1.70 -0.443
C -0.41 -5.34 -1.62 -1.057
N -2.00 -2.02 -1.53 -0.150
C -3.05 -1.57 -2.10 -0.396
C -3.34 -0.13 -2.23 0.503
C -4.40 0.27 -3.03 -0.746
C -4.68 1.62 -3.14 -0.391
C -3.89 2.51 -2.44 -0.907
C -2.84 2.01 -1.66 -0.123
N -2.57 0.72 -1.56 -0.036
H 0.54 -7.48 -0.86 0.301
H -3.51 -6.27 -0.66 0.456
H -3.85 -3.81 -0.78 0.617
H 0.22 -3.32 -1.99 0.514
H 0.56 -5.75 -1.88 0.401
H -3.77 -2.26 -2.55 0.551
H -5.00 -0.47 -3.56 0.409
H -5.49 1.97 -3.76 0.458
H -4.06 3.58 -2.48 0.429
H -2.20 2.69 -1.10 0.531
N 1.48 0.09 -0.27 0.301
P 2.40 0.57 -1.42 -1.933
N 1.69 1.54 -2.63 0.760
C 0.71 2.50 -2.11 0.290
C 0.36 3.54 -3.15 -0.980
C -0.19 2.87 -4.41 -0.444
C 0.80 1.81 -4.90 -1.091
C 1.13 0.83 -3.79 0.596
N 3.72 1.51 -0.97 1.363
C 4.62 0.92 0.01 -1.158
C 4.94 1.92 1.12 -0.507
C 5.68 3.14 0.55 -0.830
C 5.25 3.40 -0.91 -1.083
C 3.81 2.96 -1.14 -0.388
N 3.18 -0.64 -2.27 0.767
C 2.81 -2.04 -2.13 -0.244
C 4.05 -2.91 -2.28 -1.079
C 4.66 -2.77 -3.69 -0.634
C 4.30 -1.41 -4.31 -0.940
C 4.22 -0.32 -3.25 -0.863
H 1.11 2.98 -1.21 0.576
H -0.20 1.96 -1.79 -0.785
H 1.25 4.12 -3.40 0.280
H -0.38 4.24 -2.74 0.379
H -0.38 3.61 -5.19 0.391
H -1.14 2.39 -4.18 0.069
H 1.72 2.29 -5.24 0.327
H 0.38 1.27 -5.75 0.414
H 1.85 0.09 -4.13 -0.233
H 0.21 0.29 -3.50 -0.316
H 5.56 0.61 -0.47 0.222
H 4.16 0.01 0.41 0.792
H 5.53 1.44 1.90 0.661
H 3.99 2.24 1.57 -0.263
H 6.76 2.98 0.59 0.343
H 5.47 4.02 1.16 0.372
H 5.90 2.84 -1.59 0.313
H 5.36 4.45 -1.16 0.426
H 3.49 3.22 -2.15 0.283
H 3.16 3.51 -0.43 0.252
H 2.06 -2.34 -2.89 0.172
H 2.35 -2.17 -1.15 0.254
H 3.81 -3.95 -2.07 0.391
H 4.77 -2.59 -1.53 0.269
H 4.29 -3.57 -4.34 0.329
H 5.74 -2.88 -3.64 0.358
H 3.34 -1.47 -4.82 0.199
H 5.04 -1.13 -5.07 0.506
H 4.00 0.64 -3.71 0.499
H 5.20 -0.21 -2.76 0.378
C 1.07 0.48 4.97 -0.542
C -0.22 -0.13 4.36 -0.624
N -0.10 -0.25 2.92 -0.108
C 1.10 -1.03 2.58 0.067
C 2.36 -0.26 3.01 0.416
N 1.92 0.93 3.82 -0.070
C 1.14 1.88 2.95 -0.242
C -0.01 1.07 2.31 0.740
H 1.66 -0.25 5.53 0.346
H 0.88 1.34 5.60 0.389
H -1.08 0.50 4.59 0.305
H -0.40 -1.12 4.79 0.390
H 1.17 -1.12 1.50 -0.411
H 1.03 -2.00 3.06 0.367
H 2.88 0.13 2.13 -0.742
H 3.05 -0.83 3.63 0.475
H 2.74 1.41 4.17 0.346
H 1.82 2.27 2.20 -0.006
H 0.81 2.70 3.60 0.368
H 0.22 0.96 1.25 -0.994
H -0.96 1.59 2.44 0.552
```

***

The following is a DFT calculation (wB97M-V/def2-TZVPD) of a cluster of 4 separate species, CH12NO3 in total.

Properties
HOMO energy   -0.55404 hartree
Max |F|   1.39 eV Å⁻¹
Energy above the lowest of the compared OMol25 structures with the same formula, charge and spin   0.785 eV
Total charge   +1

```
17
Properties=species:S:1:pos:R:3:mulliken_charge:R:1
C 0.69 -0.86 0.66 -0.720
N -0.16 0.10 -0.12 -0.161
H 0.44 -1.88 0.40 0.292
H 0.41 -0.78 1.71 0.265
H 1.73 -0.58 0.63 0.309
H 0.29 0.80 -0.73 0.282
H -0.88 -0.51 -0.59 0.381
H -0.61 0.68 0.60 0.404
H -0.09 0.69 4.40 0.317
H -0.77 1.63 3.44 0.323
O -0.11 0.93 3.45 -0.631
H -1.28 -1.55 -2.45 0.297
H -2.19 -2.39 -1.47 0.310
O -1.55 -1.69 -1.55 -0.642
H 2.15 1.44 -2.09 0.334
H 1.33 1.24 -3.30 0.324
O 1.23 1.43 -2.35 -0.683
```

***

The following is a DFT calculation (wB97M-V/def2-TZVPD) of the ion C5H10N3 with charge +1.

Properties
HOMO energy   -0.44669 hartree
Structure (SMILES)   [NH3+]CCc1cnc[nH]1
Max |F|   0.92 eV Å⁻¹
Energy above the lowest of the compared OMol25 structures with the same formula, charge and spin   1.243 eV
Total charge   +1

```
18
Properties=species:S:1:pos:R:3:mulliken_charge:R:1
C -0.94 -0.62 -0.95 -0.601
C -0.73 0.06 0.41 -0.696
C 0.63 0.68 0.41 0.253
C 1.09 1.86 -0.09 -0.462
N 2.39 2.08 0.32 -0.500
C 2.69 1.08 1.09 -0.201
N 1.67 0.16 1.16 -0.177
N -2.05 -1.67 -0.92 -0.264
H -0.05 -1.12 -1.30 0.383
H -1.22 0.12 -1.69 0.332
H -1.48 0.85 0.50 0.296
H -0.90 -0.60 1.27 0.496
H 0.69 2.49 -0.87 0.369
H 3.63 0.89 1.55 0.409
H 1.51 -0.42 1.97 0.262
H -2.18 -2.08 0.01 0.360
H -2.94 -1.33 -1.29 0.380
H -1.81 -2.42 -1.57 0.361
```

***

The following is a DFT calculation (wB97M-V/def2-TZVPD) of a structure of composition C2H9N2O.

Properties
HOMO energy (alpha / beta)   -0.78208 / -0.77060 hartree
Spin multiplicity   2
Max |F|   5.42 eV Å⁻¹
Energy above the lowest of the compared OMol25 structures with the same formula, charge and spin   10.854 eV
Total charge   +2

```
14
Properties=species:S:1:pos:R:3:lowdin_spin:R:1
C -2.08 -0.65 -0.79 0.001
N -0.88 -0.84 0.20 0.004
C -1.29 0.14 1.08 0.000
N -1.22 1.36 1.11 0.002
H -3.00 -0.93 -0.28 0.000
H -2.13 -1.15 -1.76 0.000
H -1.84 0.40 -0.97 0.000
H 5.01 0.58 -0.05 0.081
H -1.43 -0.93 1.64 0.000
H 5.02 -0.14 0.34 0.083
H -1.96 1.82 1.87 0.000
H 2.50 -0.04 -1.39 0.006
H 1.20 0.39 -0.52 0.008
O 2.10 -0.02 -0.49 0.816
```

***

Look up the energy above the lowest of the compared OMol25 structures with the same formula, charge and spin of the fifth one.
1.243 eV